# C15H56Ba2O15

A molecular structure, C15H56Ba2O15 in a non-equilibrium geometry (ωB97M-V/def2-TZVPD, the Open Molecules 2025 dataset).

Results
LUMO level   -7.4 eV
Kohn-Sham gap   0.2321 Ha
Relative energy (zero: lowest compared OMol25 entry of this formula, charge and spin)   114.74 kJ/mol
HOMO energy   -13.686 eV
DFT total energy   -1784.02849 Eh
2S+1   1
Charge   +2

XYZ file:
```
88
Properties=species:S:1:pos:R:3:lowdin_charge:R:1
Ba 0.688 3.684 -0.236 1.883
Ba 2.632 1.795 3.269 1.947
O -1.179 1.544 -0.492 -0.470
C -0.430 0.338 -0.554 -0.296
C 0.930 0.142 0.334 -0.338
O 1.835 1.192 0.532 -0.628
H -0.206 0.134 -1.601 0.071
H -1.116 -0.459 -0.267 0.099
H 1.496 -0.671 -0.121 0.089
H 0.727 -0.245 1.332 0.072
C 1.680 -1.386 4.287 -0.139
O 2.299 -0.327 4.963 -0.285
H 1.687 -2.132 5.082 0.118
H 0.651 -1.202 3.979 0.063
H 2.259 -1.684 3.412 0.060
H 2.817 -0.760 5.646 0.106
C -2.161 -1.772 2.652 -0.127
O -2.854 -2.687 3.541 -0.101
H -1.463 -1.204 3.267 0.040
H -1.541 -2.340 1.958 0.061
H -2.797 -1.146 2.026 0.074
H -2.220 -3.139 4.102 0.071
C 4.894 1.147 -1.387 -0.137
O 4.128 0.175 -0.745 -0.137
H 4.378 1.607 -2.229 0.066
H 5.154 1.909 -0.652 0.078
H 5.785 0.708 -1.836 0.097
H 3.348 0.564 -0.343 0.000
C 5.416 -0.656 2.308 -0.113
O 4.031 -0.467 2.048 -0.264
H 5.909 -1.473 1.781 0.107
H 5.897 0.243 1.924 0.076
H 5.673 -0.629 3.367 0.088
H 3.846 -0.677 1.130 0.053
C -0.740 1.272 4.910 -0.127
O -0.087 1.510 3.705 -0.316
H -1.715 1.752 4.990 0.108
H -0.779 0.186 4.990 0.080
H -0.131 1.667 5.724 0.089
H -0.738 1.533 3.000 0.033
C 1.418 2.251 -3.782 -0.084
O 1.891 3.264 -2.860 -0.267
H 0.518 1.796 -3.367 0.068
H 1.172 2.688 -4.749 0.102
H 2.170 1.473 -3.914 0.082
H 2.732 3.591 -3.188 0.082
C -2.045 -0.160 -3.986 -0.087
O -2.271 1.246 -3.571 -0.140
H -2.333 -0.320 -5.025 0.090
H -1.009 -0.466 -3.841 0.060
H -2.716 -0.785 -3.397 0.055
H -2.077 1.307 -2.633 0.001
C -2.371 4.727 -2.935 -0.128
O -1.513 4.130 -2.018 -0.275
H -2.109 4.381 -3.935 0.091
H -3.420 4.511 -2.731 0.101
H -2.182 5.799 -2.974 0.090
H -1.800 3.237 -1.815 0.006
C -3.463 2.160 1.907 -0.089
O -2.290 1.331 2.001 -0.170
H -3.214 3.125 1.466 0.083
H -4.309 1.685 1.411 0.084
H -3.780 2.323 2.938 0.084
H -1.855 1.270 1.148 0.002
C -1.945 -3.265 -1.844 -0.171
O -2.703 -4.446 -1.670 -0.106
H -2.516 -2.464 -1.376 0.069
H -0.919 -3.394 -1.498 0.064
H -1.881 -3.117 -2.922 0.078
H -3.247 -4.419 -2.461 0.078
C 1.701 -1.975 -2.882 -0.172
O 1.360 -2.740 -4.020 -0.099
H 1.969 -0.950 -3.140 0.066
H 0.869 -1.916 -2.180 0.040
H 2.547 -2.401 -2.343 0.081
H 1.256 -3.671 -3.813 0.085
C 1.520 -3.630 1.408 -0.165
O 0.955 -4.833 1.907 -0.091
H 2.519 -3.334 1.727 0.075
H 1.480 -3.660 0.320 0.075
H 0.899 -2.778 1.683 0.039
H 0.137 -5.059 1.458 0.085
C -4.806 0.717 -1.474 -0.147
O -4.087 1.886 -1.223 -0.132
H -4.531 -0.042 -0.742 0.083
H -5.882 0.889 -1.438 0.090
H -4.614 0.406 -2.500 0.070
H -3.228 1.582 -0.920 0.010
```



# C15H59N9O13

13 unconnected molecules or ions with the total composition C15H59N9O13 in a non-equilibrium geometry (ωB97M-V/def2-TZVPD, the Open Molecules 2025 dataset).

Results
LUMO level   -0.3 eV
Kohn-Sham gap   0.2664 Ha
HOMO energy   -7.557 eV
DFT total energy   -2077.83750 Eh
2S+1   1

XYZ file:
```
96
Properties=species:S:1:pos:R:3:lowdin_charge:R:1
C -12.240 26.206 -20.364 -0.736
O -11.248 26.882 -20.500 0.041
N -13.442 26.647 -20.624 0.224
N -12.279 25.026 -19.787 0.191
H -13.591 27.491 -21.158 0.107
H -14.262 26.071 -20.497 0.077
H -11.449 24.628 -19.372 0.061
H -13.190 24.605 -19.678 0.072
C -11.753 26.515 -16.243 -0.696
O -10.656 26.134 -16.633 0.004
N -12.097 26.646 -14.988 0.185
N -12.839 26.527 -16.974 0.206
H -11.393 26.636 -14.264 0.130
H -13.086 26.712 -14.796 0.118
H -13.652 27.037 -16.661 0.114
H -12.656 26.140 -17.889 0.086
C -13.234 21.470 -17.303 -0.809
O -14.372 21.058 -17.122 0.022
N -13.015 22.693 -17.605 0.190
N -12.166 20.815 -17.022 0.179
H -12.109 23.044 -17.880 0.058
H -13.870 23.225 -17.691 0.079
H -11.232 21.190 -17.108 0.106
H -12.270 19.896 -16.617 0.125
C -10.945 29.125 -23.346 -0.048
C -9.639 29.525 -24.054 -0.441
C -8.761 30.366 -23.154 -0.245
O -7.452 30.506 -23.592 -0.214
C -6.416 30.109 -22.711 -0.078
N -8.846 28.379 -24.284 0.048
H -11.581 28.446 -23.913 0.083
H -11.546 29.939 -22.939 0.069
H -10.690 28.517 -22.478 0.043
H -9.883 30.089 -24.954 0.136
H -8.840 29.890 -22.177 0.126
H -9.195 31.365 -23.120 0.123
H -5.431 30.280 -23.145 0.091
H -6.620 29.082 -22.408 0.085
H -6.591 30.737 -21.837 0.085
H -8.558 27.694 -23.600 0.032
H -7.973 28.846 -24.482 0.057
C -17.310 25.964 -17.584 -0.021
C -16.177 25.417 -18.504 -0.423
C -15.944 23.917 -18.572 -0.171
O -14.803 23.660 -19.428 -0.294
C -15.041 22.642 -20.474 -0.015
N -16.550 25.734 -19.841 0.022
H -17.417 27.048 -17.593 0.083
H -17.159 25.454 -16.632 0.079
H -18.248 25.489 -17.870 0.079
H -15.264 25.977 -18.300 0.112
H -16.905 23.453 -18.793 0.142
H -15.631 23.460 -17.632 0.110
H -15.403 21.779 -19.916 0.093
H -14.089 22.449 -20.969 0.083
H -15.817 22.893 -21.197 0.087
H -17.529 25.504 -19.929 0.099
H -16.097 25.159 -20.536 0.074
C -9.462 23.155 -23.153 -0.070
C -10.000 23.298 -21.789 -0.400
C -10.366 21.858 -21.186 -0.207
O -11.395 21.459 -21.998 -0.212
C -12.018 20.264 -21.625 -0.093
N -8.990 23.942 -20.939 0.046
H -10.259 22.781 -23.797 0.088
H -8.519 22.625 -23.284 0.091
H -9.213 24.159 -23.496 0.075
H -10.909 23.890 -21.884 0.134
H -10.713 21.909 -20.154 0.102
H -9.468 21.242 -21.235 0.126
H -12.410 20.421 -20.620 0.076
H -11.254 19.486 -21.620 0.093
H -12.828 20.151 -22.344 0.098
H -8.297 23.327 -20.538 0.092
H -9.507 24.175 -20.103 0.039
O -12.110 29.489 -18.938 -0.042
H -11.873 30.339 -19.308 0.060
H -11.293 29.149 -18.574 0.007
O -8.758 26.348 -22.316 -0.074
H -8.792 25.492 -21.889 -0.034
H -9.541 26.803 -22.004 0.000
O -10.414 23.829 -18.070 -0.067
H -9.783 23.338 -17.543 0.080
H -10.626 24.596 -17.537 0.008
O -16.820 28.572 -20.315 -0.082
H -16.352 28.993 -19.594 -0.026
H -16.700 27.635 -20.164 -0.039
O -9.682 27.989 -18.244 -0.051
H -9.996 27.461 -18.978 0.002
H -9.725 27.401 -17.490 -0.004
O -14.391 29.690 -22.169 -0.049
H -15.338 29.760 -22.053 0.022
H -14.022 30.134 -21.406 0.021
O -14.840 29.368 -18.600 -0.050
H -14.959 29.009 -17.721 0.035
H -13.907 29.256 -18.781 -0.017
```



# C15H60F2N31O19S2

16 unconnected molecules or ions with the total composition C15H60F2N31O19S2 in a non-equilibrium geometry (ωB97M-V/def2-TZVPD, the Open Molecules 2025 dataset).

Results
LUMO level (spin up / spin down)   3.5 / 3.4 eV
Kohn-Sham gap (spin up / spin down)   0.1116 / 0.2713 Ha
HOMO energy (spin up / spin down)   0.415 / -3.943 eV
DFT total energy   -4730.97533 Eh
2S+1   2
Charge   -2

XYZ file:
```
129
Properties=species:S:1:pos:R:3:mulliken_spin:R:1
N -0.165 0.246 -0.918 0.478
S 0.165 1.594 -0.356 -0.291
O 1.491 1.692 0.248 0.170
O -0.926 2.411 0.126 0.033
F 0.533 2.262 -1.828 -0.002
S -0.696 -0.523 0.588 0.510
O -2.088 -1.008 0.505 0.171
O -0.263 -0.068 1.898 -0.021
F 0.075 -1.933 0.437 0.001
C 5.010 0.710 -0.308 0.001
O 4.811 1.801 -0.814 -0.001
N 6.197 0.081 -0.179 0.000
N 3.980 0.124 0.326 0.000
H 6.400 -0.570 0.566 0.000
H 6.873 0.671 -0.643 0.000
H 3.014 0.416 0.335 -0.001
H 4.196 -0.765 0.754 0.004
C 0.539 3.006 -5.109 0.002
O 0.602 3.983 -4.407 -0.002
N -0.090 3.013 -6.259 0.000
N 1.307 2.014 -5.015 0.002
H 0.420 2.598 -7.025 0.000
H -0.654 3.840 -6.394 0.000
H 1.487 1.471 -5.848 -0.001
H 1.949 2.149 -4.248 -0.002
C -0.049 -5.375 -1.691 0.002
O -1.244 -5.131 -1.401 -0.002
N 1.063 -4.787 -1.437 -0.003
N 0.128 -6.398 -2.457 0.001
H 0.922 -3.942 -0.903 0.009
H 1.943 -5.281 -1.408 -0.001
H 1.021 -6.844 -2.612 -0.001
H -0.793 -6.736 -2.696 -0.001
C 0.030 -1.563 -3.784 0.001
O 0.633 -1.749 -4.812 -0.001
N -0.112 -0.331 -3.404 0.036
N -0.541 -2.339 -2.936 -0.002
H 0.353 0.374 -3.958 0.017
H -0.128 -0.176 -2.406 -0.182
H -0.665 -3.317 -3.151 0.001
H -0.903 -1.780 -2.176 0.004
C 1.941 -5.444 1.683 0.005
O 1.620 -6.618 1.620 -0.001
N 2.977 -4.876 1.233 -0.002
N 1.141 -4.478 2.073 -0.001
H 3.122 -3.895 1.421 0.001
H 3.794 -5.395 0.941 -0.001
H 0.196 -4.770 2.280 0.003
H 1.341 -3.553 1.720 0.007
C 3.265 -2.367 -1.776 0.026
O 3.961 -2.622 -0.857 -0.004
N 2.462 -1.351 -1.720 0.004
N 3.323 -3.018 -2.934 -0.001
H 1.669 -1.174 -2.319 0.004
H 2.689 -0.606 -1.077 -0.007
H 3.033 -2.605 -3.809 0.000
H 3.975 -3.781 -2.814 -0.001
C 4.628 3.425 2.240 0.000
O 4.746 4.051 3.283 0.000
N 5.439 3.551 1.273 0.000
N 3.536 2.904 1.924 0.005
H 5.361 2.926 0.483 0.000
H 6.134 4.251 1.490 0.000
H 3.332 2.374 1.089 -0.002
H 2.899 3.212 2.645 0.000
C 1.980 -0.146 4.149 0.003
O 1.692 -1.335 4.376 -0.003
N 3.010 0.200 3.395 0.000
N 1.285 0.859 4.601 0.005
H 3.067 1.189 3.199 0.002
H 3.530 -0.515 2.907 -0.002
H 1.106 1.581 3.919 -0.008
H 0.607 0.580 5.296 0.002
C -2.056 -2.648 5.212 0.003
O -1.584 -2.773 6.342 0.000
N -3.209 -2.974 4.837 -0.001
N -1.340 -1.965 4.366 0.004
H -3.295 -3.364 3.909 0.002
H -3.703 -3.593 5.464 0.000
H -1.570 -1.673 3.427 0.013
H -0.408 -1.813 4.723 -0.001
C 1.440 4.802 2.816 0.001
O 1.353 3.873 3.612 -0.002
N 0.609 4.945 1.833 0.001
N 2.236 5.837 2.953 0.000
H -0.057 4.188 1.774 0.000
H 0.452 5.902 1.553 0.000
H 3.023 5.485 3.480 0.000
H 2.324 6.519 2.213 0.000
C -3.345 -4.445 1.459 0.015
O -3.844 -4.473 2.573 -0.001
N -2.521 -5.420 1.116 -0.002
N -3.558 -3.525 0.489 0.010
H -2.140 -5.301 0.188 -0.001
H -2.229 -6.083 1.819 0.000
H -2.986 -3.589 -0.341 -0.009
H -4.121 -2.699 0.636 0.003
C -5.864 -0.485 -0.500 0.000
O -6.064 0.352 0.393 -0.001
N -4.878 -1.264 -0.529 -0.003
N -6.579 -0.638 -1.587 0.000
H -4.908 -1.799 -1.385 -0.002
H -4.052 -0.996 -0.013 -0.021
H -7.530 -0.300 -1.553 0.000
H -6.562 -1.329 -2.323 0.000
C -3.153 2.258 3.014 0.005
O -3.204 1.697 4.180 -0.001
N -2.926 3.505 2.909 0.001
N -3.462 1.734 1.865 0.005
H -2.767 3.963 3.795 0.000
H -2.986 3.953 2.006 0.000
H -3.529 0.726 1.870 -0.001
H -3.268 2.262 1.026 -0.003
C -1.692 5.812 -2.178 0.001
O -1.670 6.441 -3.259 0.000
N -1.999 6.340 -1.132 0.000
N -1.631 4.474 -2.079 0.001
H -1.958 7.348 -1.101 0.000
H -2.627 5.706 -0.659 0.000
H -1.623 4.086 -1.147 -0.003
H -1.584 3.848 -2.870 0.001
C -3.210 1.531 -2.960 0.002
O -4.171 2.230 -3.177 -0.001
N -2.140 1.645 -3.629 0.004
N -2.886 0.960 -1.794 -0.003
H -2.214 2.108 -4.523 0.001
H -1.403 0.990 -3.407 -0.003
H -3.592 0.796 -1.090 0.003
H -2.025 0.434 -1.748 0.017
```



# C15H60N16O15

15 unconnected molecules or ions with the total composition C15H60N16O15 in a non-equilibrium geometry (ωB97M-V/def2-TZVPD, the Open Molecules 2025 dataset).

Results
LUMO level   0.4 eV
Kohn-Sham gap   0.3623 Ha
Relative energy (zero: lowest compared OMol25 entry of this formula, charge and spin)   0.00 kJ/mol
HOMO energy   -9.449 eV
DFT total energy   -2612.48121 Eh
2S+1   1

XYZ file:
```
106
Properties=species:S:1:pos:R:3:lowdin_charge:R:1
C -5.154 5.239 -3.458 -0.168
O -5.932 4.133 -3.015 -0.155
H -5.538 6.147 -3.037 0.060
H -4.157 5.316 -3.090 0.064
H -5.208 5.325 -4.619 0.113
H -5.313 3.356 -3.204 0.079
C 6.535 -0.717 -4.475 -0.178
O 5.945 -0.746 -3.245 -0.125
H 7.566 -0.686 -4.442 0.043
H 6.438 -1.670 -5.014 0.085
H 6.207 0.140 -5.153 0.117
H 5.571 0.091 -3.003 0.028
C -5.584 4.750 0.458 -0.144
O -5.268 3.564 -0.217 -0.149
H -5.732 4.531 1.503 0.075
H -4.855 5.514 0.438 0.066
H -6.486 5.183 0.071 0.084
H -5.794 3.659 -1.038 0.071
C -2.799 1.671 -4.290 -0.114
O -3.794 1.965 -3.274 -0.149
H -2.990 0.622 -4.617 0.095
H -2.865 2.269 -5.146 0.050
H -1.797 1.796 -3.874 0.066
H -3.730 1.246 -2.652 -0.003
C 3.629 1.554 0.611 -0.152
O 3.575 0.565 1.651 -0.171
H 3.899 2.523 1.036 0.083
H 4.214 1.134 -0.210 0.056
H 2.628 1.766 0.109 0.077
H 3.649 -0.309 1.205 0.007
C -0.112 -5.737 -0.660 -0.152
O 0.512 -4.602 -0.105 -0.162
H -0.386 -5.723 -1.736 0.086
H 0.716 -6.504 -0.596 0.094
H -0.935 -6.056 -0.034 0.064
H 0.168 -3.765 -0.437 0.017
C 1.385 -3.994 2.844 -0.114
O 0.668 -2.909 2.277 -0.150
H 2.299 -3.652 3.305 0.057
H 0.844 -4.538 3.629 0.081
H 1.543 -4.708 2.033 0.075
H 0.593 -3.029 1.344 0.019
C -3.819 -1.180 -0.901 -0.635
O -3.607 -0.279 -1.743 -0.033
N -2.967 -2.215 -0.712 0.198
N -4.885 -1.187 -0.077 0.175
H -2.134 -2.213 -1.216 0.047
H -3.100 -2.967 -0.025 0.100
H -5.485 -0.372 -0.240 0.117
H -4.905 -1.787 0.763 0.085
C -0.066 2.939 1.891 -0.626
O -0.189 2.433 0.748 -0.042
N -1.015 3.756 2.387 0.177
N 1.090 2.751 2.594 0.189
H -1.063 3.927 3.360 0.096
H -1.934 3.676 1.925 0.102
H 1.729 2.064 2.191 0.073
H 1.341 3.282 3.389 0.094
C 4.334 -1.998 -0.414 -0.617
O 3.765 -1.969 0.701 -0.019
N 3.720 -2.392 -1.571 0.179
N 5.652 -1.739 -0.508 0.187
H 2.924 -2.980 -1.603 0.090
H 4.240 -2.362 -2.482 0.120
H 6.176 -1.643 -1.315 0.045
H 5.992 -0.990 0.140 0.145
C 3.255 1.565 -2.914 -0.634
O 4.427 1.646 -2.486 -0.026
N 2.505 2.636 -3.231 0.178
N 2.627 0.344 -3.030 0.197
H 3.010 3.517 -3.102 0.124
H 1.584 2.724 -3.571 0.092
H 3.254 -0.394 -2.789 0.057
H 1.663 0.289 -2.942 0.054
C 0.272 -0.904 -0.608 -0.616
O 0.209 -2.049 -1.125 -0.044
N -0.438 0.084 -1.260 0.165
N 0.882 -0.547 0.524 0.239
H -1.208 -0.358 -1.870 0.121
H -0.723 0.851 -0.699 0.042
H 1.450 -1.206 1.023 0.080
H 0.754 0.335 0.905 0.051
C -3.531 1.501 2.089 -0.606
O -2.698 0.954 2.784 -0.001
N -4.940 1.493 2.467 0.149
N -3.228 1.988 0.845 0.172
H -5.601 1.532 1.734 0.052
H -5.091 0.833 3.216 0.087
H -2.266 1.897 0.627 0.044
H -3.922 2.546 0.263 0.093
C 5.164 -1.437 5.049 -0.661
O 5.976 -1.651 5.923 0.030
N 4.474 -0.240 4.981 0.139
N 4.682 -2.391 4.141 0.135
H 3.776 -0.049 4.284 0.069
H 4.804 0.629 5.390 0.103
H 4.628 -1.931 3.225 0.078
H 5.089 -3.316 4.135 0.099
C -3.058 -2.581 2.578 -0.708
O -4.209 -2.195 2.628 -0.003
N -1.970 -1.807 2.657 0.195
N -2.799 -3.912 2.286 0.147
H -1.044 -2.206 2.638 0.056
H -2.051 -0.798 2.925 0.094
H -1.975 -4.262 2.661 0.059
H -3.686 -4.401 2.494 0.122
```